Entry 1:
16
Properties=species:S:1:pos:R:3 method="wB97M-V/def2-TZVPD" e_lumo_ev="-5.701 / -5.715" multiplicity=4 charge=+1 relative_energy_kcal_mol=0.0
O 0.36007 -3.04979 0.20073
C -0.27872 -2.25281 0.93726
O -1.11358 -2.66928 1.78370
O -0.04863 -0.94452 0.90314
Pr -0.69077 -5.44484 1.49958
C 1.13900 -0.49106 -0.02927
C 0.57219 0.87465 0.16698
H 2.01752 -0.69428 0.59253
H 1.01874 -0.86360 -1.05290
H 0.53798 1.32334 1.16296
O -0.49008 1.17870 -0.72809
C -0.78728 2.46119 -0.87988
O -0.21646 3.38789 -0.35894
O -1.72319 2.56382 -1.81366
H -1.91532 3.49627 -1.97641
H 1.61853 1.12433 -0.40771


Entry 2:
12
Properties=species:S:1:pos:R:3 method="wB97M-V/def2-TZVPD" e_lumo_ev=0.890 multiplicity=1 relative_energy_kcal_mol=79.3
C -2.25676 -0.45105 -1.85777
C -1.44013 -0.18094 -0.99736
C -0.46544 0.00311 0.02119
C 0.55438 -0.98295 0.46090
N 0.90493 0.29547 -0.15813
C 1.55182 1.25709 0.66186
O 2.19163 0.99277 1.61923
H -3.14209 -0.71071 -2.39643
H -0.94919 0.43949 0.89664
H 0.70196 -0.95369 1.54474
H 0.73158 -1.94893 0.01988
H 1.61732 2.24033 0.18526


Entry 3:
86
Properties=species:S:1:pos:R:3 method="wB97M-V/def2-TZVPD" e_lumo_ev="2.183 / 2.271" multiplicity=2 charge=-1
Ba 8.94074 -11.22880 6.85562
O 6.01109 -10.50401 10.19680
C 6.34647 -9.73517 9.19948
O 7.49763 -9.78228 8.69243
O 5.57997 -8.86853 8.71871
H 6.84874 -10.90608 10.43819
O 8.06398 -14.45737 10.56500
C 8.25386 -13.21051 10.12307
O 8.05763 -12.30023 10.91976
O 8.65935 -12.93564 8.99583
H 7.80326 -14.23857 11.46264
C 11.36663 -14.84278 6.92945
C 10.03402 -14.76985 6.11482
O 9.78676 -13.49394 5.45706
H 11.43563 -15.81190 7.42357
H 11.33450 -14.04421 7.67062
H 12.28118 -14.69156 6.35602
H 9.20626 -14.75498 6.82382
H 9.98040 -15.51803 5.32396
H 10.30604 -13.56339 4.65262
C 12.60651 -11.21289 11.73589
C 11.33960 -11.84809 11.19679
O 10.41903 -10.85955 10.79953
H 12.39385 -10.56407 12.58554
H 13.12515 -10.67263 10.94392
H 13.17671 -11.99976 12.22969
H 10.85343 -12.35130 12.03256
H 11.57319 -12.53489 10.38326
H 9.54616 -11.25842 10.82402
C 5.98355 -14.98813 7.16212
C 5.86594 -13.47424 7.12359
O 6.80976 -12.92349 6.21697
H 5.90129 -15.44044 6.17381
H 5.24939 -15.43130 7.83496
H 6.96188 -15.28721 7.53831
H 6.13933 -12.91069 8.01565
H 4.81611 -13.21007 6.99642
H 6.36834 -12.84939 5.36771
C 11.31078 -15.49263 10.71954
C 12.78485 -15.21919 10.55419
O 13.28532 -15.08534 11.87023
H 10.75199 -14.75638 11.29728
H 11.19206 -16.44639 11.23367
H 10.81342 -15.55449 9.75160
H 12.99091 -14.31945 9.97444
H 13.39136 -15.97371 10.05325
H 12.68609 -15.55435 12.45550
C 7.95391 -17.61189 11.44718
C 7.26934 -17.65662 10.04618
O 8.08774 -17.00864 9.10506
H 8.19357 -16.58892 11.73734
H 8.88197 -18.18114 11.39465
H 7.33209 -18.20738 12.11563
H 6.30234 -17.15366 10.04053
H 7.09698 -18.71221 9.83608
H 8.11139 -16.08061 9.34958
C 4.90621 -13.76027 11.66006
C 5.07759 -14.17013 13.17658
C 4.89384 -15.67846 13.23891
C 5.45247 -16.33343 14.55221
C 6.89225 -15.92818 14.80111
C 7.17184 -14.34992 14.79315
N 6.42603 -13.74510 13.67148
O 6.71912 -12.34447 13.49471
C 6.90832 -13.64779 16.12986
C 8.64614 -14.24067 14.48681
C 3.99123 -13.50751 14.06166
H 3.82774 -13.70439 11.51207
H 5.41762 -14.47003 11.00983
H 5.40143 -12.82329 11.40528
H 3.84063 -15.92431 13.10320
H 5.52091 -16.15220 12.48363
H 5.35410 -17.41447 14.65123
H 4.82699 -15.98342 15.37341
H 7.56610 -16.45322 14.12409
H 7.25579 -16.24123 15.77987
H 5.84182 -13.53035 16.32195
H 7.24909 -14.25299 16.96992
H 7.24342 -12.61097 16.15847
H 9.30789 -14.81038 15.13921
H 8.94032 -14.55975 13.48693
H 8.96159 -13.19781 14.51907
H 4.16806 -13.73868 15.11209
H 2.95672 -13.77253 13.84337
H 4.10154 -12.43496 13.90175
H 7.18056 -12.39537 12.65444